## a
{
  "formula": "C3HN2O3",
  "method": "the ωB97M-V functional and the def2-TZVPD basis",
  "symbols": ["C", "N", "C", "H", "C", "O", "O", "O", "N"],
  "positions_angstrom": [[-1.317, 1.359, 0.626], [0.884, 1.131, 0.316], [-2.627, 2.224, 0.760], [0.713, -0.840, -0.300], [0.224, 0.047, 0.052], [-3.233, 2.227, -0.309], [-2.825, 2.769, 1.836], [-0.038, 2.041, 0.697], [-1.118, 0.144, 0.230]],
  "charge": -1,
  "smiles": "O=C([O-])c1ncno1",
  "mol_weight_g_mol": 113.1,
  "spin_multiplicity": 1
}

## b
{
  "formula": "C3HN2O3",
  "method": "the ωB97M-V functional and the def2-TZVPD basis",
  "symbols": ["O", "N", "C", "H", "C", "O", "O", "N", "C"],
  "positions_angstrom": [[-2.141, -1.029, -0.284], [0.159, -1.444, -0.250], [-0.973, -1.113, -0.178], [-1.498, 0.981, 0.273], [0.016, 2.495, -0.022], [1.467, 0.484, -0.156], [2.406, -1.532, 0.419], [-0.994, 1.904, 0.175], [1.557, -0.746, 0.023]],
  "charge": -1,
  "mol_weight_g_mol": 113.1,
  "spin_multiplicity": 1
}

Of the structures shown above, a is the least stable.